1.
A molecular structure, C25H42As3BaCl3NO5Se2. Source: OMol25; level of theory: ωB97M-V with the def2-TZVPD basis set.

Charge: -1
Kohn-Sham gap, eV: 5.850
LUMO level, eV: 2.00
E_tot, Eh: -14325.12775
Max |F|, eV/A: 0.66
Energy relative to the best compared isomer or geometry (same formula, charge and spin), eV: 0.000

Each line ends with the Mulliken charge.
CARTESIAN COORDINATES (ANGSTROEM)
Ba (1.55718, 1.19892, 0.06157)  0.611
C (-1.80842, -3.16563, 3.88865)  -1.233
As (-2.05867, -1.79442, 2.49067)  0.241
C (-0.57344, -0.63271, 2.99714)  -0.966
C (-1.12728, -2.74598, 1.02730)  -0.962
C (-1.99822, -3.11147, -0.18840)  2.857
C (-1.10425, -3.86167, -1.18513)  -1.569
C (-2.60081, -1.85585, -0.83554)  -1.786
As (-1.39288, -0.34772, -1.25593)  1.015
C (-0.74008, -0.93561, -3.00982)  -1.349
C (-2.80099, 0.82922, -1.95782)  -1.310
C (-3.12444, -4.03550, 0.30779)  -1.903
As (-4.63599, -4.72015, -0.78021)  0.301
C (-4.01985, -4.71061, -2.65232)  -1.077
C (-5.74859, -3.09680, -0.89098)  -1.022
H (-2.50754, -3.98266, 3.70647)  0.340
H (-2.01995, -2.74627, 4.87218)  0.414
H (-0.79027, -3.55521, 3.87538)  0.347
H (0.37045, -1.17022, 3.08342)  0.428
H (-0.81081, -0.12727, 3.93208)  0.467
H (-0.50405, 0.12574, 2.22143)  0.001
H (-0.67896, -3.65572, 1.43651)  0.877
H (-0.29339, -2.11695, 0.70077)  -0.450
H (-0.17469, -3.31405, -1.35276)  0.018
H (-1.60099, -4.01556, -2.14400)  0.302
H (-0.83264, -4.84007, -0.78128)  0.460
H (-3.36825, -1.43670, -0.17701)  0.632
H (-3.09090, -2.11522, -1.77698)  0.067
H (-1.55697, -1.38423, -3.57799)  0.470
H (0.06651, -1.65168, -2.86440)  0.256
H (-0.35497, -0.06655, -3.54426)  0.394
H (-3.43005, 0.30777, -2.68207)  0.384
H (-2.31734, 1.67183, -2.45187)  0.355
H (-3.42111, 1.19553, -1.14144)  0.236
H (-3.66386, -3.54369, 1.12793)  0.346
H (-2.66903, -4.93378, 0.73596)  0.528
H (-3.24252, -5.45838, -2.79909)  0.311
H (-3.65475, -3.74139, -2.98495)  0.232
H (-4.88221, -4.99070, -3.25898)  0.409
H (-5.96581, -2.74158, 0.11636)  0.322
H (-6.69029, -3.37057, -1.36742)  0.418
H (-5.28004, -2.29421, -1.45644)  0.191
O (4.11759, 0.90879, -0.22435)  -0.143
C (4.75691, 0.86019, -1.49929)  -1.158
C (3.99755, -0.09194, -2.42420)  2.548
C (4.96422, -0.22919, -3.61757)  -1.329
O (4.44576, -1.10729, -4.60955)  -0.514
C (2.64810, 0.44900, -2.97549)  -0.937
Se (2.16936, 2.38973, -2.86800)  -0.325
C (3.83180, -1.49935, -1.79928)  -1.528
Se (2.35415, -1.96859, -0.56095)  -0.274
H (4.60607, 1.37498, 0.46126)  0.183
H (5.78552, 0.51507, -1.34531)  0.467
H (4.75440, 1.86106, -1.94440)  0.364
H (5.92832, -0.61386, -3.26503)  0.335
H (5.11987, 0.77130, -4.03848)  0.495
H (4.71089, -0.78351, -5.47427)  0.330
H (1.84531, -0.16052, -2.56397)  -0.433
H (2.65536, 0.29943, -4.05162)  0.400
H (4.76246, -1.75682, -1.28723)  0.321
H (3.71117, -2.20341, -2.62071)  0.509
Cl (-3.07995, 4.79788, -1.82919)  -0.097
C (-2.69433, 4.69070, -0.10302)  0.728
Cl (-3.30759, 6.13530, 0.73917)  -0.138
Cl (-0.95359, 4.56571, 0.14153)  -0.029
C (-3.35700, 3.52475, 0.46359)  -0.076
N (-3.89505, 2.60596, 0.88996)  -0.405
O (1.54435, 5.51134, 1.77552)  -0.337
C (2.02714, 5.29901, 3.03258)  0.999
C (2.29390, 6.35865, 3.89175)  -0.797
C (2.81115, 6.11988, 5.15657)  -0.532
C (3.07850, 4.82367, 5.56415)  -0.649
C (2.82084, 3.77058, 4.69570)  -0.381
C (2.28115, 3.98950, 3.43860)  0.059
C (1.97228, 2.81960, 2.52912)  0.697
O (0.80625, 2.73782, 2.06004)  -0.801
O (2.88619, 1.99981, 2.27766)  -0.859
H (1.50711, 6.46214, 1.60843)  0.234
H (2.09587, 7.37355, 3.56325)  0.300
H (3.00958, 6.95399, 5.81728)  0.371
H (3.48850, 4.63180, 6.54659)  0.383
H (3.04103, 2.75106, 4.98464)  0.417



2.
2 unconnected molecules or ions with the total composition C25H42BClFN3O11PS3 in a non-equilibrium geometry. Source: OMol25; level of theory: ωB97M-V with the def2-TZVPD basis set.

Charge: +1
Kohn-Sham gap, eV: 7.598
LUMO level, eV: -4.11
E_tot, Eh: -4090.33630
Max |F|, eV/A: 2.66

Each line ends with the Mulliken charge.
CARTESIAN COORDINATES (ANGSTROEM)
N (-2.16456, 1.69523, 3.50195)  -0.782
P (-0.86555, 1.11955, 2.85551)  0.156
C (-1.24521, 0.05147, 1.39151)  1.958
C (-1.83576, -1.35113, 1.68457)  0.375
C (-1.76944, -1.80532, 3.12398)  -0.046
O (-2.38997, -1.36515, 4.04139)  -0.433
F (-0.91021, -2.85015, 3.29552)  -0.270
C (0.13868, -0.21082, 0.70577)  -1.334
C (1.13751, -1.16057, 1.36001)  -0.997
C (2.50458, -0.48804, 1.54024)  -1.398
C (3.15914, 0.01238, 0.25776)  0.353
C (4.34583, 0.94407, 0.50710)  -1.438
S (5.92533, 0.16071, 0.25521)  1.092
O (5.74315, -0.97475, -0.59391)  -0.554
O (6.88621, 1.15044, -0.09825)  -0.548
Cl (6.34348, -0.49794, 2.12723)  -0.186
N (-0.30362, -0.52780, -0.66931)  1.165
C (0.52021, -1.34729, -1.57021)  -1.454
B (-0.06248, -2.83472, -1.73032)  0.391
O (-1.40723, -3.01511, -1.66937)  -0.376
O (0.74391, -3.90347, -1.93537)  -0.477
C (-1.44355, -0.00235, -0.98584)  -0.279
C (-2.01161, -0.18102, -2.34323)  -1.052
S (-2.39110, 1.29821, -3.31412)  1.100
O (-3.23053, 0.84698, -4.37512)  -0.637
O (-1.13383, 1.92311, -3.60890)  -0.590
C (-1.93662, 0.81721, 0.21317)  1.960
C (-1.52698, 2.31193, 0.00610)  -2.869
C (-0.18840, 2.61409, -0.74322)  -0.224
C (0.70828, 3.49657, 0.09900)  -0.375
O (1.57916, 2.98830, 0.78009)  -0.547
N (0.45139, 4.84458, 0.07517)  -0.243
C (1.55437, 5.70039, 0.47659)  -0.022
C (1.66094, 6.12447, 1.78215)  -0.181
C (2.73189, 6.91604, 2.14188)  -0.676
C (3.68339, 7.27763, 1.20834)  -0.421
C (3.56663, 6.85639, -0.10367)  -0.739
C (2.49684, 6.06169, -0.46373)  -0.170
C (-3.45247, 0.89603, 0.63864)  -1.097
S (-4.61774, 0.01463, -0.34226)  0.857
O (-4.82075, 0.75941, -1.55733)  -0.606
O (-4.21949, -1.36527, -0.40426)  -0.480
H (-2.29139, 1.45138, 4.47470)  0.274
H (-0.09562, 2.13116, 2.27802)  0.096
H (-0.03596, 0.33063, 3.67334)  0.223
H (-1.36198, -2.10155, 1.05792)  -0.063
H (-2.89515, -1.40820, 1.44595)  0.486
H (0.63014, 0.76514, 0.74251)  -0.723
H (1.27064, -2.09405, 0.81464)  0.522
H (0.80728, -1.44155, 2.35657)  0.434
H (2.41384, 0.34930, 2.23590)  0.390
H (3.18424, -1.20010, 2.00888)  0.643
H (3.47738, -0.82784, -0.35697)  0.692
H (2.45841, 0.57983, -0.35673)  -0.315
H (4.30912, 1.41610, 1.48402)  0.702
H (4.34907, 1.75315, -0.22116)  0.379
H (1.54017, -1.37155, -1.20886)  0.082
H (0.56665, -0.83448, -2.53035)  0.528
H (-1.65665, -3.83084, -1.19864)  0.217
H (1.63464, -3.80781, -1.58614)  0.283
H (-2.94060, -0.74285, -2.32153)  0.420
H (-1.32299, -0.69398, -3.00329)  0.710
H (-3.14762, 2.04935, -2.48567)  0.153
H (-2.31430, 2.79667, -0.56551)  0.848
H (-1.54161, 2.81742, 0.96833)  1.103
H (0.42287, 1.74844, -0.94234)  -0.076
H (-0.41761, 3.13825, -1.66551)  1.270
H (0.17145, 5.13039, -0.85634)  0.449
H (0.92447, 5.82928, 2.51378)  0.464
H (2.85322, 7.25920, 3.15777)  0.387
H (4.53056, 7.88281, 1.49229)  0.397
H (4.30362, 7.11466, -0.84755)  0.391
H (2.40391, 5.70872, -1.48262)  0.369
H (-3.80010, 1.92664, 0.63409)  0.621
H (-3.58159, 0.56824, 1.67051)  0.498
H (-5.74139, 0.11166, 0.40241)  0.233
C (-2.85752, -7.85230, -1.52793)  -1.433
C (-1.96556, -6.64180, -1.73430)  0.530
C (-0.54756, -7.02332, -2.12655)  -1.018
O (-1.93436, -5.82440, -0.54575)  -0.546
H (-2.46739, -8.47921, -0.72167)  0.355
H (-3.86531, -7.54516, -1.24930)  0.369
H (-2.91535, -8.45522, -2.43362)  0.376
H (-2.39258, -6.00160, -2.50766)  0.226
H (-0.06457, -7.62211, -1.34924)  0.335
H (0.02816, -6.11129, -2.25195)  0.120
H (-0.51657, -7.58802, -3.05823)  0.391
H (-1.56232, -6.35979, 0.16330)  0.301



3.
A molecular structure, C25H42BCsF2N2O8P2 in a non-equilibrium geometry. Source: OMol25; level of theory: ωB97M-V with the def2-TZVPD basis set.

Charge: -2
Kohn-Sham gap, eV: 4.014
LUMO level, eV: 3.65
E_tot, Eh: -2616.95617
Max |F|, eV/A: 1.21
Energy relative to the best compared isomer or geometry (same formula, charge and spin), eV: 0.427

Each line ends with the Mulliken charge.
CARTESIAN COORDINATES (ANGSTROEM)
Cs (-2.91105, -0.12581, -0.48735)  1.161
C (-6.59211, -2.84178, 0.24330)  -1.292
C (-5.22042, -2.63233, 0.89113)  0.470
O (-4.30292, -2.20874, 0.13110)  -0.794
C (-5.08947, -2.90296, 2.24475)  -0.888
C (-3.91713, -2.60606, 3.04747)  0.984
C (-4.04100, -2.93148, 4.52206)  -1.231
N (-2.86266, -2.04015, 2.56940)  0.124
N (-1.87267, -1.79262, 3.55717)  -0.497
C (-1.30071, -0.62346, 3.34387)  -0.122
O (-1.54427, 0.26169, 2.48504)  -0.788
C (-0.16532, -0.34013, 4.33131)  0.279
C (0.69103, 0.72481, 4.07220)  -0.309
C (1.76085, 0.99071, 4.92113)  -0.613
C (1.97265, 0.21103, 6.05028)  -0.297
C (1.10577, -0.84301, 6.32704)  -0.606
C (0.04812, -1.11670, 5.47137)  -0.252
H (-6.60120, -2.31446, -0.70963)  0.344
H (-6.77473, -3.90385, 0.04749)  0.251
H (-7.40737, -2.47725, 0.87329)  0.313
H (-5.96685, -3.26072, 2.77470)  0.087
H (-4.93496, -3.53304, 4.69705)  0.374
H (-3.15529, -3.45506, 4.88435)  0.263
H (-4.10470, -2.01344, 5.11309)  0.212
H (0.48966, 1.30751, 3.18525)  0.456
H (2.43100, 1.81286, 4.69177)  0.371
H (2.80412, 0.42172, 6.71564)  0.352
H (1.25517, -1.45450, 7.21140)  0.367
H (-0.63173, -1.94065, 5.64866)  0.424
C (-0.26126, -0.12994, -5.10292)  -1.171
C (0.01163, 1.29668, -4.67453)  1.439
C (-0.46332, 2.30843, -5.69546)  -1.418
O (-0.72942, 1.56055, -3.46580)  -0.138
P (-0.13106, 1.62141, -2.01089)  0.080
O (-1.18228, 1.88919, -1.02492)  -0.940
C (0.79681, 0.11132, -1.76288)  -0.468
P (1.76509, 0.13131, -0.22997)  0.884
O (1.18832, 0.95872, 0.82283)  -0.550
O (3.20315, 0.65980, -0.68874)  -0.322
C (3.98206, -0.08547, -1.64370)  0.782
C (5.23037, -0.58083, -0.94689)  -1.563
C (4.26427, 0.83543, -2.81288)  -1.237
O (1.98303, -1.39479, 0.08866)  -0.482
C (1.42865, -1.93864, 1.36388)  1.750
C (0.04539, -2.46163, 1.07011)  -1.503
C (2.40347, -2.98134, 1.84348)  -1.736
O (1.06721, 2.66830, -2.05830)  0.094
C (0.85081, 4.03045, -1.60883)  0.560
C (1.65975, 4.91985, -2.52666)  -1.470
C (1.25690, 4.10353, -0.15467)  -1.143
H (0.22245, -0.32593, -6.06380)  0.382
H (-1.33632, -0.27429, -5.20283)  0.214
H (0.12144, -0.84794, -4.37756)  0.223
H (1.07961, 1.45150, -4.46864)  -0.320
H (-1.53372, 2.18312, -5.85638)  0.244
H (0.06358, 2.16122, -6.64159)  0.393
H (-0.27643, 3.32395, -5.34514)  0.308
H (1.46763, -0.05639, -2.60884)  0.260
H (0.10133, -0.73316, -1.70826)  0.623
H (3.40687, -0.95396, -1.98094)  0.334
H (5.78736, 0.26265, -0.53593)  0.326
H (5.87370, -1.11569, -1.64879)  0.397
H (4.96495, -1.25219, -0.13145)  0.273
H (4.87984, 1.67479, -2.48394)  0.316
H (3.33966, 1.24456, -3.21992)  0.136
H (4.79602, 0.30451, -3.60536)  0.383
H (1.37746, -1.10762, 2.06629)  -0.484
H (0.08434, -3.15158, 0.22061)  0.390
H (-0.65837, -1.65340, 0.86926)  -0.001
H (-0.37835, -2.97501, 1.93301)  0.511
H (2.47047, -3.81310, 1.13773)  0.323
H (2.04871, -3.36405, 2.80087)  0.422
H (3.39875, -2.55821, 1.98636)  0.419
H (-0.21451, 4.25558, -1.70736)  0.396
H (2.71728, 4.65365, -2.46781)  0.263
H (1.55234, 5.96617, -2.23523)  0.424
H (1.33075, 4.81151, -3.56052)  0.271
H (2.30792, 3.82558, -0.04869)  0.193
H (0.66426, 3.41161, 0.44209)  0.104
H (1.12162, 5.11739, 0.23057)  0.537
F (-3.36451, 0.72724, -5.19915)  -0.233
B (-4.04993, 0.92498, -3.99270)  -0.305
F (-4.89757, 1.98806, -4.23120)  -0.312



4.
A molecular structure, C25H42BCsF2N2O8P2. Source: OMol25; level of theory: ωB97M-V with the def2-TZVPD basis set.

Charge: -2
Kohn-Sham gap, eV: 3.900
LUMO level, eV: 3.48
E_tot, Eh: -2616.96876
Max |F|, eV/A: 0.47
Energy relative to the best compared isomer or geometry (same formula, charge and spin), eV: 0.084

Each line ends with the Mulliken charge.
CARTESIAN COORDINATES (ANGSTROEM)
Cs (0.45644, -0.10428, 0.10888)  1.062
C (-3.37934, -4.07998, 1.01131)  -1.339
C (-3.13177, -2.73432, 1.71487)  0.725
O (-4.14571, -2.02939, 1.93959)  -0.827
C (-1.78817, -2.47278, 2.03324)  -0.436
C (-1.29801, -1.30326, 2.69619)  -0.272
C (-2.25053, -0.17127, 3.00254)  -0.126
N (-0.06593, -1.03987, 3.02602)  -0.329
N (0.84551, -2.07690, 2.85938)  -0.214
C (2.03879, -1.67553, 2.51405)  -0.281
O (2.45361, -0.51706, 2.15812)  -0.665
C (3.07168, -2.78965, 2.53474)  0.287
C (2.75558, -4.09281, 2.92324)  -0.290
C (3.72278, -5.08618, 2.93031)  -0.595
C (5.03097, -4.79904, 2.55088)  -0.303
C (5.35396, -3.50646, 2.16255)  -0.568
C (4.38136, -2.51354, 2.15372)  -0.290
H (-4.40916, -4.10459, 0.65450)  0.376
H (-3.23012, -4.90397, 1.71502)  0.259
H (-2.69367, -4.23051, 0.17513)  0.285
H (-1.05899, -3.23279, 1.78271)  0.300
H (-3.07454, -0.51253, 3.63170)  0.351
H (-2.71020, 0.20529, 2.08839)  -0.080
H (-1.68475, 0.61884, 3.50410)  0.194
H (1.73297, -4.29898, 3.20970)  0.415
H (3.45503, -6.09453, 3.22832)  0.344
H (5.78619, -5.57773, 2.55130)  0.339
H (6.36744, -3.27126, 1.85443)  0.352
H (4.60371, -1.49994, 1.84507)  0.423
C (1.00489, 4.48861, 2.92030)  -1.405
C (1.17698, 3.08553, 2.37095)  0.669
C (2.44719, 2.90911, 1.57416)  -0.330
O (0.06701, 2.67040, 1.53205)  -0.047
P (-1.21251, 3.25860, 0.85813)  0.239
O (-2.07061, 2.21087, 0.29761)  -0.874
C (-0.69158, 4.47648, -0.38483)  -0.090
P (0.01433, 3.69503, -1.85197)  0.912
O (1.14666, 2.82605, -1.52120)  -0.545
O (0.37167, 4.88333, -2.87984)  -0.601
C (1.69880, 5.43232, -3.03648)  0.528
C (2.29080, 5.89492, -1.71956)  -1.254
C (2.60555, 4.45313, -3.76461)  -1.276
O (-1.27033, 3.06476, -2.48745)  -0.283
C (-1.40558, 2.29086, -3.72367)  0.799
C (-0.15720, 2.25776, -4.58465)  -1.305
C (-2.59626, 2.89552, -4.44025)  -1.532
O (-1.86816, 4.19324, 1.97170)  -0.464
C (-3.26999, 4.19682, 2.34213)  0.542
C (-3.71099, 2.88074, 2.95814)  -1.229
C (-4.11897, 4.60447, 1.15331)  -1.457
H (1.84392, 4.69946, 3.58524)  0.487
H (0.07736, 4.59301, 3.47868)  0.288
H (1.01810, 5.23417, 2.12068)  0.214
H (1.16138, 2.35831, 3.18452)  0.263
H (2.43092, 3.52502, 0.67264)  -0.387
H (2.56548, 1.86590, 1.29063)  0.077
H (3.31235, 3.18174, 2.18210)  0.494
H (0.06107, 5.13579, 0.05313)  -0.094
H (-1.56037, 5.07384, -0.66647)  0.405
H (1.52427, 6.30720, -3.66958)  0.348
H (2.48581, 5.03799, -1.07154)  0.064
H (1.62236, 6.59367, -1.21189)  0.268
H (3.23802, 6.40164, -1.90317)  0.537
H (2.74116, 3.54107, -3.18643)  0.224
H (3.57652, 4.93125, -3.92490)  0.494
H (2.19436, 4.18254, -4.73557)  0.286
H (-1.63479, 1.28112, -3.38406)  0.285
H (0.04320, 3.25296, -4.99051)  0.215
H (-0.32751, 1.55521, -5.39808)  0.503
H (0.69429, 1.86827, -4.01832)  0.227
H (-2.36309, 3.91548, -4.75321)  0.314
H (-3.47126, 2.91432, -3.79089)  0.324
H (-2.82995, 2.30212, -5.32675)  0.422
H (-3.30938, 4.97156, 3.11241)  0.310
H (-3.73430, 2.07978, 2.22497)  0.161
H (-4.70377, 3.01232, 3.39529)  0.522
H (-3.02960, 2.57905, 3.75370)  0.313
H (-4.09620, 3.81551, 0.39741)  0.293
H (-3.75931, 5.53723, 0.71442)  0.325
H (-5.15552, 4.74133, 1.46593)  0.500
F (2.44231, -0.72668, -4.48403)  -0.265
B (1.28073, -0.95831, -3.76158)  -0.235
F (0.27487, -1.05852, -4.72885)  -0.277